C22H35CeNO2Si3 as an isolated structure, computed with ωB97M-V with the def2-TZVPD basis set.

The geometry in XYZ format:
```
64
Properties=species:S:1:pos:R:3:forces:R:3
Ce 0.542 0.614 0.472 -0.303 -1.133 -1.772
C -3.130 -1.659 0.527 -0.431 0.077 -0.157
Si -1.410 -2.331 0.580 0.382 0.240 -0.386
C -0.786 -1.973 2.314 0.107 -0.214 0.127
C -1.383 -4.135 0.217 0.043 -0.413 -0.055
C -0.275 -1.427 -0.645 0.611 1.310 0.575
Si -1.118 -0.595 -2.137 0.287 -0.098 0.512
C -2.046 -1.784 -3.179 -0.171 -0.376 -0.193
C 0.171 0.332 -3.109 0.183 -0.017 -0.331
C -2.242 0.765 -1.479 -0.159 -0.090 -0.161
Si 1.447 -2.176 -0.865 -0.563 0.364 0.115
C 2.171 -2.513 0.818 -0.014 -0.278 0.235
C 1.510 -3.589 -2.022 -0.017 -0.355 -0.322
C 2.662 -0.810 -1.438 -0.091 0.097 0.125
C 3.573 -0.976 -2.468 0.137 0.049 -0.075
C 4.514 0.017 -2.722 0.028 -0.038 -0.077
C 4.538 1.161 -1.935 0.118 -0.068 -0.069
C 3.615 1.271 -0.918 -0.116 -0.065 -0.042
N 2.696 0.321 -0.680 -0.202 0.091 0.059
H -3.729 -2.234 1.242 -0.012 0.091 -0.073
H -3.611 -1.752 -0.455 0.070 -0.001 0.242
H -3.179 -0.608 0.827 -0.063 -0.083 0.017
H -1.611 -2.135 3.014 0.090 0.026 0.029
H -0.465 -0.942 2.482 0.012 0.283 0.213
H 0.051 -2.607 2.615 -0.134 0.060 0.017
H -2.109 -4.631 0.869 0.089 -0.104 -0.087
H -0.398 -4.585 0.396 -0.210 0.029 -0.010
H -1.666 -4.335 -0.826 0.018 0.017 0.217
H -1.402 -2.577 -3.579 -0.132 0.156 0.031
H -2.474 -1.227 -4.019 -0.049 -0.152 -0.008
H -2.863 -2.256 -2.621 0.108 0.065 -0.160
H 0.958 -0.302 -3.530 -0.121 0.091 0.013
H 0.664 1.122 -2.533 0.092 0.130 0.020
H -0.333 0.842 -3.938 0.078 -0.027 0.047
H -3.274 0.426 -1.358 0.129 0.054 -0.012
H -2.230 1.610 -2.172 -0.044 -0.001 0.067
H -1.948 1.158 -0.506 -0.049 0.279 0.322
H 1.691 -3.351 1.335 0.131 0.133 -0.095
H 2.106 -1.645 1.489 0.082 -0.044 0.077
H 3.235 -2.737 0.707 -0.030 -0.003 0.086
H 0.821 -4.384 -1.714 0.169 0.142 -0.062
H 2.527 -3.992 -2.017 -0.061 -0.115 -0.129
H 1.247 -3.292 -3.045 0.081 -0.077 0.145
H 3.550 -1.878 -3.071 0.014 0.126 0.075
H 5.227 -0.102 -3.530 -0.040 0.010 0.049
H 5.261 1.950 -2.098 -0.044 -0.077 0.001
H 3.599 2.138 -0.274 -0.031 0.110 0.058
C -0.023 2.062 4.638 0.155 0.062 0.097
C 0.060 2.238 3.163 0.077 -0.175 -0.179
O 0.733 1.343 2.527 -0.408 0.598 0.544
C -0.606 3.315 2.489 0.011 -0.123 0.182
C -1.342 4.242 3.276 0.135 -0.131 0.099
C -2.014 5.285 2.710 -0.078 0.138 -0.221
C -1.973 5.443 1.316 -0.053 0.093 0.126
C -1.261 4.570 0.519 0.035 0.162 -0.284
C -0.570 3.509 1.078 0.202 -0.348 -0.089
O 0.098 2.668 0.253 -0.078 -0.330 0.588
H 0.511 1.164 4.927 0.023 -0.039 0.013
H -1.066 1.988 4.954 0.034 0.010 0.000
H 0.418 2.921 5.150 -0.045 -0.036 -0.012
H -1.369 4.122 4.352 -0.005 -0.002 -0.109
H -2.570 5.981 3.326 0.029 -0.039 -0.056
H -2.507 6.267 0.855 0.045 -0.069 0.026
H -1.211 4.695 -0.557 -0.051 0.026 0.076
```
Positions in Å, forces in eV/Å.

Orbital gap (spin up / spin down) = 6.88 / 6.88 eV
HOMO level (spin up / spin down) = -14.5 / -14.5 eV
Total charge = +2


C22H35ClO2P2Sn as an isolated structure, computed with ωB97M-V with the def2-TZVPD basis set.

The geometry in XYZ format:
```
63
Properties=species:S:1:pos:R:3:forces:R:3
P -0.292 -2.352 -3.065 0.940 -0.221 -1.224
P -0.040 1.600 -3.019 0.661 0.540 -0.780
C -0.824 -0.921 -4.070 -0.103 -0.063 -0.102
C 0.266 0.167 -4.099 0.017 0.074 -0.005
H -1.805 -0.556 -3.707 0.502 -0.213 -0.373
H -0.962 -1.277 -5.107 -0.102 -0.124 0.507
H 1.273 -0.227 -3.854 -0.586 0.211 -0.175
H 0.338 0.586 -5.117 -0.015 -0.012 0.334
C -1.564 2.401 -3.542 -0.117 -0.001 -0.122
H -1.883 3.139 -2.793 0.119 -0.202 -0.177
H -2.373 1.676 -3.698 0.152 0.219 0.052
H -1.356 2.926 -4.483 -0.175 -0.159 0.128
C 1.343 2.685 -3.371 -0.016 0.316 -0.251
H 1.030 3.350 -4.185 0.306 -0.040 0.150
H 2.212 2.094 -3.691 -0.227 0.280 0.075
H 1.608 3.272 -2.485 -0.059 -0.055 -0.224
C -1.660 -3.477 -2.868 -0.471 -0.243 0.283
H -1.518 -4.056 -1.943 -0.135 0.082 -0.270
H -1.696 -4.171 -3.721 0.050 0.224 0.246
H -2.616 -2.935 -2.822 0.308 -0.179 0.101
C 0.992 -3.154 -4.069 -0.221 -0.111 -0.207
H 1.749 -2.425 -4.393 -0.285 -0.273 0.139
H 0.547 -3.608 -4.964 0.078 0.011 0.273
H 1.478 -3.925 -3.450 -0.131 0.144 -0.333
Sn -2.254 -0.840 2.401 0.912 0.760 1.785
C 1.112 1.504 -0.475 -0.692 1.384 0.322
C -0.113 1.318 -1.252 -1.706 -0.544 0.928
C -0.979 0.027 -0.955 -0.330 0.299 0.316
C -0.288 -1.257 -0.484 0.208 -0.266 -0.417
C 0.649 -1.963 -1.529 -1.738 -0.532 0.983
C 1.975 -1.477 -1.887 0.820 -1.100 -0.306
C 2.611 -0.217 -1.556 0.734 1.096 0.861
C 2.153 0.546 -0.257 1.834 -0.663 -0.246
C -0.636 -2.209 2.957 -0.381 -0.069 -0.433
H 1.218 2.476 0.005 -0.093 -0.218 -0.059
H -0.770 2.162 -0.932 0.304 -0.419 -0.418
H -1.619 -0.217 -1.822 0.155 0.208 0.370
H -1.700 0.308 -0.165 0.352 -0.097 -0.332
H 0.235 -1.109 0.464 0.006 -0.012 -0.238
H -1.100 -1.969 -0.231 0.366 0.241 -0.241
H 0.780 -3.014 -1.172 -0.100 0.371 -0.046
H 2.616 -2.234 -2.378 -0.418 0.645 0.393
H 2.553 0.486 -2.412 0.118 -0.063 0.334
H 3.691 -0.412 -1.461 -0.297 0.077 -0.042
H 1.928 -0.149 0.570 0.210 0.041 -0.242
H 3.009 1.150 0.098 -0.138 -0.573 -0.102
H 0.260 -1.653 3.273 -0.406 -0.248 0.044
H -0.401 -2.842 2.092 0.122 -0.123 0.305
H -1.049 -2.835 3.768 0.414 0.221 -0.254
Cl 0.442 3.260 9.641 0.075 0.142 0.148
C -0.044 2.528 8.170 -0.351 -0.569 -0.814
C -1.267 1.847 8.107 0.092 -0.117 -0.406
C -1.646 1.217 6.914 0.211 0.211 0.342
C -0.829 1.275 5.779 -0.155 0.037 -0.166
C 0.387 1.964 5.855 -0.079 0.216 0.495
C 0.788 2.584 7.045 -0.364 -0.246 -0.147
C -1.273 0.639 4.487 -0.079 -0.419 0.104
O -2.247 -0.234 4.528 0.809 0.893 -0.802
O -0.696 0.907 3.386 -1.047 -0.720 0.313
H -1.914 1.808 8.984 0.210 0.000 -0.268
H -2.585 0.678 6.867 0.064 0.061 0.005
H 1.023 2.021 4.984 0.018 -0.003 -0.046
H 1.735 3.112 7.113 -0.147 -0.109 -0.068
```
Positions in Å, forces in eV/Å.

Orbital gap (spin up / spin down) = 5.72 / 6.09 eV
HOMO level (spin up / spin down) = -12.3 / -12.3 eV
Total charge = +2
Relative energy (zero: lowest compared OMol25 entry of this formula, charge and spin) = 0.000 eV